<a>
Here is a cluster of 2 separate species, C5H11O2 in total from the OMol25 dataset. Energies are from wB97M-V/def2-TZVPD.

Properties
- total charge = -1
- 2S+1 = 1
- HOMO energy (eV) = -3.945
- orbital gap (eV) = 7.8
- M (g/mol) = 103.14

Atoms and positions in Å:
1 C 0.315 -0.716 -1.027
2 C 1.105 0.132 -2.093
3 C 1.160 -1.378 0.040
4 H -0.431 -0.085 -0.570
5 H -0.324 -1.450 -1.548
6 H 1.799 -0.443 -2.663
7 H 1.536 -0.634 0.743
8 H 0.379 -2.086 0.472
9 H 1.382 1.005 -1.532
10 H 0.395 0.452 -2.866
11 H 1.724 -2.296 -0.151
12 C -1.531 0.597 1.927
13 C -0.968 1.839 1.202
14 O -1.644 2.285 0.247
15 O 0.138 2.184 1.675
16 H -2.277 0.075 1.312
17 H -1.975 0.702 2.916
18 H -0.781 -0.183 1.916

<b>
Here is a cluster of 2 separate species, C5H11O2 in total from the OMol25 dataset. Energies are from wB97M-V/def2-TZVPD.

Properties
- total charge = -1
- 2S+1 = 1
- HOMO energy (eV) = -3.914
- orbital gap (eV) = 7.5
- M (g/mol) = 103.14

Atoms and positions in Å:
1 C 2.014 0.625 -1.340
2 C 1.273 1.971 -1.589
3 O 1.821 2.988 -1.108
4 O 0.226 1.908 -2.282
5 H 2.857 0.838 -0.690
6 H 2.493 0.320 -2.276
7 H 1.363 -0.167 -0.967
8 C -0.674 -0.441 1.252
9 C -1.164 -1.793 1.748
10 C -1.259 -0.028 -0.077
11 H -0.889 0.337 1.994
12 H 0.417 -0.383 1.226
13 H -2.257 -1.797 1.640
14 H -0.995 -1.988 2.808
15 H -2.275 0.370 0.026
16 H -0.687 0.674 -0.670
17 H -0.807 -2.581 1.078
18 H -1.457 -0.853 -0.771

Relative to the most stable structure, the computed energies are <a> 18.8; <b> 0.0, all in kcal/mol.

<a>
Here is the ion C4H11N2 with charge +1 from the OMol25 dataset. Energies are from wB97M-V/def2-TZVPD.

Properties
- total charge = +1
- 2S+1 = 1
- HOMO energy (eV) = -13.046
- orbital gap (eV) = 9.3
- M (g/mol) = 87.15

Atoms and positions in Å:
1 C 0.845 1.953 0.839
2 C -0.021 0.764 1.262
3 C -0.020 -0.347 0.239
4 N 0.641 -1.484 0.571
5 C -0.849 -0.224 -0.815
6 N -0.915 -1.272 -1.834
7 H 0.565 2.872 1.367
8 H 0.624 2.217 -0.187
9 H 1.892 1.846 1.045
10 H -1.048 1.059 1.404
11 H 0.353 0.370 2.193
12 H 1.136 -1.510 1.448
13 H 0.884 -2.268 -0.012
14 H -1.259 0.723 -1.105
15 H -0.501 -1.000 -2.733
16 H -0.458 -2.154 -1.590
17 H -1.870 -1.545 -2.093

<b>
Here is the ion C4H11N2 with charge +1 from the OMol25 dataset. Energies are from wB97M-V/def2-TZVPD.

Properties
- total charge = +1
- 2S+1 = 1
- HOMO energy (eV) = -12.663
- orbital gap (eV) = 9.0
- M (g/mol) = 87.15

Atoms and positions in Å:
1 C -0.457 -0.165 -2.207
2 C 0.249 -0.793 -0.869
3 C 0.718 0.178 0.277
4 N 1.082 1.361 -0.285
5 C 0.488 0.128 1.573
6 N -0.743 -0.416 2.201
7 H -1.031 -0.889 -2.809
8 H -1.148 0.716 -1.849
9 H 0.148 0.354 -2.950
10 H -0.495 -1.407 -0.313
11 H 1.114 -1.438 -1.152
12 H 1.122 1.473 -1.292
13 H 1.123 2.202 0.183
14 H 1.025 0.670 2.349
15 H -1.672 -0.343 1.777
16 H -0.840 -0.123 3.143
17 H -0.683 -1.507 2.221

<c>
Here is the ion C4H11N2 with charge +1 from the OMol25 dataset. Energies are from wB97M-V/def2-TZVPD.

Properties
- total charge = +1
- 2S+1 = 1
- HOMO energy (eV) = -13.335
- orbital gap (eV) = 9.7
- M (g/mol) = 87.15

Atoms and positions in Å:
1 N 2.222 -0.784 -0.502
2 C 1.892 0.589 -0.101
3 C 0.732 0.464 0.849
4 C -0.428 -0.269 0.325
5 C -1.604 0.363 0.304
6 N -2.761 -0.321 -0.520
7 H 2.103 -0.690 -1.485
8 H 3.286 -0.820 -0.479
9 H 1.630 1.133 -1.018
10 H 2.709 1.128 0.386
11 H 1.032 -0.117 1.748
12 H 0.562 1.518 1.136
13 H -0.299 -1.257 -0.152
14 H -1.739 1.276 0.907
15 H -2.549 -1.259 -0.740
16 H -2.910 0.218 -1.400
17 H -3.605 -0.277 -0.006

<d>
Here is a cluster of 2 separate species, C4H11N2 in total from the OMol25 dataset. Energies are from wB97M-V/def2-TZVPD.

Properties
- total charge = +1
- 2S+1 = 1
- HOMO energy (eV) = -12.430
- orbital gap (eV) = 7.2
- M (g/mol) = 87.15

Atoms and positions in Å:
1 C -1.964 0.098 -0.586
2 C -0.712 0.784 0.226
3 C 0.467 -0.065 0.430
4 C 1.643 0.468 -0.075
5 N 2.939 -0.090 0.098
6 N -2.073 -1.151 0.146
7 H -1.747 0.055 -1.729
8 H -2.855 0.707 -0.514
9 H -1.312 0.950 1.114
10 H -0.607 1.788 -0.264
11 H 0.426 -1.070 0.793
12 H 1.764 1.570 -0.284
13 H 2.993 -0.931 0.643
14 H -0.998 0.827 -1.410
15 H 3.701 0.515 -0.111
16 H -1.134 -1.480 0.047
17 H -2.884 -1.728 -0.045

Relative to the most stable structure, the computed energies are <a> 0.0; <b> 36.2; <c> 24.5; <d> 111.7, all in kcal/mol.

<a>
Here is the ion C4H11N2 with charge +1 from the OMol25 dataset. Energies are from wB97M-V/def2-TZVPD.

Properties
- total charge = +1
- 2S+1 = 1
- HOMO energy (eV) = -12.349
- orbital gap (eV) = 8.9
- M (g/mol) = 87.15

Atoms and positions in Å:
1 C 1.914 1.285 0.587
2 C 0.754 0.831 0.093
3 N -0.494 1.493 0.282
4 C 0.566 -0.388 -0.822
5 C -0.161 -1.573 -0.195
6 N -1.497 -1.072 0.347
7 H 2.737 1.397 -0.105
8 H 1.723 1.912 1.457
9 H -0.585 2.275 0.910
10 H -0.949 1.690 -0.599
11 H 1.280 -0.855 -1.499
12 H -0.149 0.053 -1.595
13 H 0.387 -1.884 0.686
14 H -0.297 -2.349 -0.939
15 H -1.442 -0.065 0.640
16 H -1.669 -1.589 1.205
17 H -2.119 -1.159 -0.453

<b>
Here is a cluster of 3 separate species, C4H11N2 in total from the OMol25 dataset. Energies are from wB97M-V/def2-TZVPD.

Properties
- total charge = +1
- 2S+1 = 1
- HOMO energy (eV) = -15.073
- orbital gap (eV) = 7.0
- M (g/mol) = 87.15

Atoms and positions in Å:
1 C -0.367 0.756 -2.110
2 C 0.273 -0.524 -1.545
3 C -0.127 -0.681 -0.092
4 C 0.882 -0.789 0.829
5 N 0.590 -0.947 2.222
6 N -1.468 -0.725 0.053
7 H 0.023 1.688 -1.583
8 H -1.411 0.642 -1.886
9 H -0.210 0.890 -3.165
10 H 1.398 -0.516 -1.651
11 H -0.125 -1.433 -2.106
12 H 1.950 -0.716 0.524
13 H 1.299 -0.550 2.841
14 H 0.213 11.223 2.836
15 H 0.383 -1.914 2.512
16 H -1.721 -0.868 1.058
17 H 0.384 10.690 2.201

Relative to the most stable structure, the computed energies are <a> 0.0; <b> 64.0, all in kcal/mol.

<a>
Here is a structure of composition C4H11N2 from the OMol25 dataset. Energies are from wB97M-V/def2-TZVPD.

Properties
- total charge = +1
- 2S+1 = 1
- HOMO energy (eV) = -13.739
- orbital gap (eV) = 9.7
- M (g/mol) = 87.15

Atoms and positions in Å:
1 C -1.538 0.326 -0.014
2 C -0.289 -0.434 -0.169
3 C -0.381 -1.916 -0.401
4 C 0.776 1.239 1.351
5 N 0.084 0.095 1.097
6 N 0.575 0.266 -1.247
7 H -1.530 1.498 -0.089
8 H -2.230 -0.249 0.575
9 H -0.733 -2.091 -1.500
10 H -1.085 -2.233 0.279
11 H 0.616 -2.452 -0.280
12 H 1.619 0.885 1.727
13 H 1.113 1.952 0.603
14 H 0.436 1.736 2.232
15 H 0.203 0.548 -2.110
16 H 1.424 -0.248 -1.414
17 H 0.940 1.078 -0.640

<b>
Here is the ion C4H11N2 with charge +1 from the OMol25 dataset. Energies are from wB97M-V/def2-TZVPD.

Properties
- total charge = +1
- 2S+1 = 1
- HOMO energy (eV) = -14.406
- orbital gap (eV) = 11.1
- M (g/mol) = 87.15

Atoms and positions in Å:
1 N 1.739 -0.533 0.440
2 C 0.820 -1.411 -0.350
3 C -0.550 -0.889 -0.831
4 C -1.528 -0.080 0.032
5 C -1.178 1.066 0.594
6 N 0.025 1.827 0.112
7 H 2.684 -0.329 0.155
8 H 1.999 -1.303 1.071
9 H 0.576 -2.064 0.451
10 H 1.336 -1.933 -1.231
11 H -0.593 -0.357 -1.776
12 H -1.014 -1.874 -0.938
13 H -2.231 -0.751 0.586
14 H -1.800 1.701 1.235
15 H -0.012 2.232 -0.875
16 H 0.860 1.077 0.046
17 H 0.456 2.422 0.746

<c>
Here is the ion C4H11N2 with charge +1 from the OMol25 dataset. Energies are from wB97M-V/def2-TZVPD.

Properties
- total charge = +1
- 2S+1 = 1
- HOMO energy (eV) = -13.207
- orbital gap (eV) = 9.8
- M (g/mol) = 87.15

Atoms and positions in Å:
1 C -0.792 -1.865 -0.071
2 C -0.688 -0.697 0.558
3 N 0.195 -0.392 1.632
4 C -1.032 0.589 -0.252
5 C 0.248 1.447 -0.462
6 N 1.381 0.582 -0.891
7 H -1.538 -2.057 -0.838
8 H -0.268 -2.787 0.140
9 H -0.315 -0.083 2.459
10 H 0.460 -1.324 1.979
11 H -1.591 1.191 0.479
12 H -1.566 0.364 -1.171
13 H 0.514 1.783 0.538
14 H 0.103 2.268 -1.157
15 H 1.477 -0.197 -0.228
16 H 2.286 1.051 -0.947
17 H 1.127 0.129 -1.768

Relative to the most stable structure, the computed energies are <a> 78.3; <b> 31.2; <c> 0.0, all in kcal/mol.

<a>
Here is a cluster of 3 separate species, C4H11N2 in total from the OMol25 dataset. Energies are from wB97M-V/def2-TZVPD.

Properties
- total charge = +1
- 2S+1 = 1
- HOMO energy (alpha / beta) (eV) = -11.317 / -14.404
- orbital gap (alpha / beta) (eV) = 4.9 / 10.5
- M (g/mol) = 87.15

Atoms and positions in Å:
1 C 3.454 -0.785 -0.608
2 C 2.784 -0.711 0.467
3 C -0.370 0.629 0.316
4 C 0.251 2.006 0.417
5 N -1.241 0.384 -0.591
6 N -2.847 -1.558 0.147
7 H 4.520 -0.748 -0.725
8 H 2.856 -1.044 -1.501
9 H 2.347 -0.699 1.385
10 H -0.179 2.656 1.122
11 H 0.106 2.530 -0.536
12 H 1.279 1.844 0.746
13 H -1.924 -0.425 -0.463
14 H -1.598 1.081 -1.116
15 H -3.060 -1.200 1.141
16 H -2.741 -2.597 0.130
17 H -3.637 -1.361 -0.330

<b>
Here is the ion C4H11N2 with charge +1 from the OMol25 dataset. Energies are from wB97M-V/def2-TZVPD.

Properties
- total charge = +1
- 2S+1 = 1
- HOMO energy (eV) = -13.326
- orbital gap (eV) = 9.8
- M (g/mol) = 87.15

Atoms and positions in Å:
1 C 2.115 -0.589 -0.200
2 C 0.703 -1.148 -0.576
3 C -0.397 -0.282 -0.084
4 N -1.103 0.553 -1.115
5 C -0.754 0.092 1.151
6 N -1.579 1.151 1.487
7 H 2.591 -0.048 -1.004
8 H 1.923 0.176 0.562
9 H 2.755 -1.367 0.178
10 H 0.597 -1.231 -1.651
11 H 0.695 -2.117 -0.077
12 H -0.494 1.261 -1.548
13 H -1.278 -0.050 -1.929
14 H -2.017 0.933 -0.847
15 H 0.040 -0.153 1.902
16 H -2.565 0.978 1.616
17 H -1.233 1.842 2.134

Relative to the most stable structure, the computed energies are <a> 117.7; <b> 0.0, all in kcal/mol.

<a>
Here is a cluster of 3 separate species, C5H13NO2 in total from the OMol25 dataset. Energies are from wB97M-V/def2-TZVPD.

Properties
- total charge = 0
- 2S+1 = 1
- HOMO energy (eV) = -9.251
- orbital gap (eV) = 10.3
- M (g/mol) = 119.16

Atoms and positions in Å:
1 C 2.609 1.420 -0.502
2 N 2.122 0.553 0.275
3 O 2.226 -0.754 -0.170
4 C 1.784 -1.668 0.829
5 H 2.529 2.449 -0.190
6 H 3.051 1.187 -1.465
7 H 1.770 -2.638 0.336
8 H 2.477 -1.683 1.673
9 H 0.781 -1.418 1.178
10 C -2.937 0.497 0.231
11 C -2.039 -0.382 -0.270
12 C -1.182 -0.110 -1.460
13 H -3.688 0.170 0.932
14 H -3.161 1.412 -0.299
15 H -1.947 -1.368 0.165
16 H -0.137 -0.330 -1.249
17 H -1.499 -0.747 -2.288
18 H -1.263 0.930 -1.776
19 O -0.500 0.569 1.596
20 H 0.359 0.858 1.256
21 H -1.355 1.055 1.201

<b>
Here is a cluster of 2 separate species, C5H13NO2 in total from the OMol25 dataset. Energies are from wB97M-V/def2-TZVPD.

Properties
- total charge = 0
- 2S+1 = 1
- HOMO energy (eV) = -10.053
- orbital gap (eV) = 10.9
- M (g/mol) = 119.16

Atoms and positions in Å:
1 C 2.150 -1.837 -1.052
2 N 2.066 -0.682 -0.558
3 C 1.054 0.196 -1.199
4 C -0.265 -0.010 -0.517
5 C -1.393 0.950 -0.948
6 C -2.352 1.262 0.183
7 O -2.924 0.105 0.797
8 H 2.696 -2.644 -0.574
9 H 1.516 -2.137 -1.896
10 H 1.098 0.087 -2.291
11 H 1.381 1.222 -1.028
12 H -0.253 -0.168 0.565
13 H -0.595 -1.008 -0.860
14 H -1.947 0.413 -1.737
15 H -1.079 1.765 -1.599
16 H -3.248 1.805 -0.141
17 H -1.927 1.928 0.936
18 H -3.082 -0.599 0.137
19 O 1.877 0.029 2.823
20 H 1.850 0.391 1.931
21 H 2.125 -0.871 2.724

<c>
Here is a cluster of 3 separate species, C5H13NO2 in total from the OMol25 dataset. Energies are from wB97M-V/def2-TZVPD.

Properties
- total charge = 0
- 2S+1 = 1
- HOMO energy (eV) = -8.800
- orbital gap (eV) = 9.4
- M (g/mol) = 119.16

Atoms and positions in Å:
1 C -0.896 -2.945 -0.431
2 C 0.080 -2.099 -0.140
3 C 0.269 -0.863 -0.934
4 C 0.577 0.330 -0.428
5 C 0.456 1.623 -1.153
6 N -0.565 1.703 -2.225
7 H -0.986 -3.910 0.066
8 H -1.793 -2.801 -1.024
9 H 0.964 -2.414 0.405
10 H 0.078 -0.982 -1.998
11 H 0.724 0.299 0.646
12 H 0.217 2.348 -0.376
13 H 1.384 2.025 -1.563
14 H -0.782 0.778 -2.555
15 H -1.334 2.244 -1.883
16 O 1.817 -1.310 2.756
17 H 1.862 -0.490 3.257
18 H 1.166 -1.854 3.210
19 O -0.752 2.740 1.525
20 H -1.054 3.186 0.744
21 H -1.433 2.393 2.100

Relative to the most stable structure, the computed energies are <a> 43.7; <b> 0.0; <c> 13.2, all in kcal/mol.